1.
{
  "formula": "C15H19N2O6PdS4",
  "method": "ωB97M-V/def2-TZVPD",
  "elements": ["Pd", "C", "C", "S", "C", "C", "S", "C", "C", "S", "C", "C", "S", "H", "H", "H", "H", "H", "H", "H", "H", "H", "H", "H", "H", "H", "H", "H", "H", "O", "C", "O", "C", "C", "C", "C", "C", "C", "N", "O", "O", "N", "O", "O", "H", "H", "H"],
  "coordinates": [[-0.354, 5.825, -1.176], [1.449, 7.239, -3.183], [1.669, 8.168, -1.997], [0.473, 7.938, -0.632], [-1.040, 8.784, -1.220], [-2.210, 8.303, -0.377], [-2.424, 6.487, -0.364], [-3.312, 6.140, -1.928], [-3.145, 4.667, -2.275], [-1.399, 4.187, -2.312], [-0.803, 4.622, -3.960], [0.717, 4.551, -3.929], [1.472, 5.512, -2.569], [2.264, 7.348, -3.901], [0.505, 7.438, -3.689], [1.634, 9.215, -2.302], [2.641, 7.998, -1.532], [-1.189, 8.578, -2.280], [-0.899, 9.857, -1.087], [-3.149, 8.750, -0.705], [-2.077, 8.562, 0.675], [-2.938, 6.795, -2.715], [-4.367, 6.360, -1.764], [-3.607, 4.409, -3.230], [-3.559, 4.010, -1.505], [-1.177, 5.621, -4.197], [-1.225, 3.897, -4.662], [1.150, 4.903, -4.866], [1.058, 3.528, -3.768], [-1.232, 2.770, -2.077], [1.260, -8.531, 3.198], [1.178, -7.466, 2.863], [1.364, -9.858, 3.617], [2.528, -10.257, 4.301], [2.589, -11.570, 4.693], [1.571, -12.476, 4.442], [0.446, -12.032, 3.765], [0.302, -10.737, 3.336], [-0.658, -12.992, 3.484], [-0.520, -14.102, 3.929], [-1.635, -12.527, 2.946], [3.806, -12.030, 5.418], [4.633, -11.180, 5.649], [3.801, -13.174, 5.790], [3.349, -9.586, 4.519], [1.653, -13.507, 4.767], [-0.595, -10.435, 2.811]],
  "forces_ev_per_a": [[-0.0268, 0.0921, -0.0287], [0.0099, -0.0099, 0.0283], [-0.0118, -0.0151, -0.0050], [0.0263, 0.0127, 0.0048], [0.0464, 0.0136, -0.0257], [-0.0295, -0.0009, 0.0355], [-0.0076, -0.0411, -0.0074], [0.0115, -0.0100, -0.0069], [0.0043, 0.0305, 0.0051], [-0.0533, 0.0073, -0.0464], [-0.0373, 0.0179, -0.0118], [0.0189, -0.0008, -0.0130], [0.0228, 0.0369, 0.0013], [-0.0005, 0.0006, -0.0006], [-0.0003, 0.0010, 0.0005], [0.0006, -0.0006, -0.0024], [-0.0001, 0.0007, 0.0010], [-0.0013, -0.0017, 0.0006], [0.0013, 0.0000, -0.0018], [-0.0001, 0.0004, -0.0001], [-0.0008, 0.0017, -0.0003], [-0.0043, 0.0015, 0.0009], [-0.0009, -0.0025, -0.0002], [-0.0017, -0.0047, 0.0017], [-0.0015, -0.0017, -0.0017], [-0.0009, -0.0017, 0.0002], [0.0008, -0.0001, -0.0007], [0.0018, -0.0008, 0.0009], [-0.0015, 0.0002, 0.0028], [0.0241, -0.0415, 0.0379], [0.0010, -0.0050, 0.0146], [0.0056, -0.0901, 0.0247], [-0.0015, 0.0160, 0.0203], [0.0098, -0.0018, -0.0104], [0.0801, -0.0422, -0.1840], [0.0098, -0.0018, -0.0243], [0.1220, -0.0471, -0.2175], [-0.0053, 0.0016, -0.0193], [-0.3722, 0.2484, 0.8356], [0.1389, -0.1274, -0.2830], [0.0989, -0.0722, -0.3216], [-0.3679, 0.1951, 0.6658], [0.1614, -0.0401, -0.2325], [0.1295, -0.1081, -0.2264], [-0.0001, -0.0017, -0.0025], [0.0012, -0.0015, -0.0063], [0.0004, -0.0059, -0.0020]],
  "e_above_lowest_kcal_mol": 0.0,
  "homo_energy_ev": -17.08,
  "gap_ev": 7.74,
  "total_charge": 3,
  "lumo_energy_ev": -9.33
}

---

2.
{
  "formula": "C6H11O",
  "method": "ωB97M-V/def2-TZVPD",
  "elements": ["C", "O", "C", "C", "C", "C", "C", "H", "H", "H", "H", "H", "H", "H", "H", "H", "H", "H"],
  "coordinates": [[-1.129, -1.428, 0.322], [-0.741, -2.194, 1.354], [-1.076, 0.051, 0.723], [-0.984, 1.094, -0.433], [0.255, 0.831, -1.383], [2.388, 1.189, 0.033], [1.483, 0.402, -0.570], [-0.543, -1.703, -0.635], [-2.172, -1.625, -0.069], [-0.285, 0.215, 1.457], [-2.087, 0.318, 1.090], [-0.895, 2.137, -0.035], [-1.826, 1.245, -1.118], [0.548, 1.734, -1.944], [0.094, 0.019, -2.121], [2.497, 2.243, -0.179], [3.117, 0.537, 0.499], [1.701, -0.665, -0.595]],
  "forces_ev_per_a": [[-0.1622, 1.0227, -1.1305], [-0.1872, -0.9512, -0.2927], [-1.5563, 1.4014, -1.5627], [1.7051, 0.5907, -1.0101], [0.8488, -0.0800, 0.7155], [-0.4897, -1.8605, -1.1566], [-0.1704, 0.8587, -0.6985], [-0.2648, 0.2548, 1.2826], [0.6006, -0.4708, 0.5427], [-0.2496, 0.0061, -0.0871], [0.6661, -0.4288, 0.8202], [0.2882, -0.9411, 0.1490], [-0.4364, -0.8315, 0.4123], [-0.4356, -0.1853, 0.1154], [-0.3588, 0.5219, 0.3428], [-0.1245, 0.1085, 0.6409], [0.6491, 0.9938, 0.3458], [-0.3225, -0.0092, 0.5709]],
  "e_above_lowest_kcal_mol": 46.3,
  "homo_energy_ev": [-9.62, -9.62],
  "spin_multiplicity": 2,
  "gap_ev": [10.64, 8.12],
  "lumo_energy_ev": [1.02, -1.50]
}

---

3.
{
  "formula": "C11H21N3",
  "method": "ωB97M-V/def2-TZVPD",
  "elements": ["C", "C", "C", "C", "C", "C", "C", "C", "C", "C", "C", "N", "N", "N", "H", "H", "H", "H", "H", "H", "H", "H", "H", "H", "H", "H", "H", "H", "H", "H", "H", "H", "H", "H", "H"],
  "coordinates": [[-2.073, 0.136, -0.856], [-1.604, 1.209, -1.655], [-1.677, -1.156, -1.232], [-0.795, 1.052, -2.729], [-1.989, -3.211, -3.672], [-1.881, -1.780, -3.603], [-0.898, -1.455, -2.434], [0.006, -0.303, -2.821], [1.259, -0.470, -1.909], [4.308, 1.570, 6.822], [3.639, 2.899, 7.087], [3.110, 3.027, 8.275], [-2.626, -0.823, -4.067], [-2.770, -3.980, -4.622], [-2.613, 0.352, 0.046], [-1.947, 2.232, -1.299], [-1.943, -1.970, -0.620], [-0.499, 1.985, -3.353], [-1.364, -3.880, -3.189], [-0.316, -2.348, -2.161], [0.361, -0.465, -3.836], [1.078, -0.200, -0.892], [1.944, 0.325, -2.290], [1.590, -1.458, -2.048], [3.585, 0.800, 6.590], [4.871, 1.267, 7.768], [5.024, 1.631, 6.000], [3.590, 3.628, 6.358], [2.732, 3.903, 8.555], [2.974, 2.202, 8.868], [-3.510, -3.428, -4.978], [-3.422, -0.998, -4.627], [-2.382, 0.124, -3.825], [-3.197, -4.779, -4.207], [-2.126, -4.273, -5.448]],
  "forces_ev_per_a": [[1.7782, -4.0806, -0.7180], [-0.1968, 2.7214, -0.7617], [-1.9140, 3.7656, 1.9904], [1.6827, 0.9315, 0.5499], [-0.3559, 3.9795, -0.5522], [1.0430, -5.8691, 2.8808], [-0.4273, 0.1748, -1.6555], [-0.3266, 0.2707, 0.1860], [-0.4646, 3.5921, -1.5976], [0.9649, 0.6516, 0.9974], [0.0700, -3.6637, 3.0790], [0.4823, -0.2845, -2.1181], [-0.2187, 0.8790, -0.7735], [1.9092, 0.1590, -2.3097], [-0.2420, -0.2337, 0.2199], [0.3128, -1.1845, -1.0630], [-0.4954, -0.9332, 0.6392], [-0.3115, -1.8922, 1.1431], [1.3774, -0.4638, 1.1068], [-0.0500, 0.2387, -0.7150], [-0.0365, 0.0613, -0.1985], [-0.3427, -0.2162, 0.7780], [0.1780, -1.0209, 0.3878], [0.8988, -1.0654, -0.0068], [-0.3456, -0.1888, -0.0939], [-0.7493, 0.2873, -1.2585], [-0.1618, 0.0568, 0.0668], [-0.0217, 1.9513, -1.0562], [-0.6488, 0.6788, 0.4284], [0.4407, 0.5349, 0.0140], [-1.0969, 0.6134, -0.8431], [-0.6334, 0.1065, -0.5659], [-0.2351, 0.2060, -0.0040], [-0.2522, -1.0097, 0.4015], [-1.6111, 0.2459, 1.4220]],
  "e_above_lowest_kcal_mol": 0.0,
  "homo_energy_ev": -12.65,
  "gap_ev": 5.89,
  "total_charge": 2,
  "lumo_energy_ev": -6.75
}

---

4.
{
  "formula": "C25H63ClN2O18PS5",
  "method": "ωB97M-V/def2-TZVPD",
  "elements": ["C", "C", "N", "P", "Cl", "C", "C", "C", "C", "N", "C", "C", "O", "C", "C", "O", "O", "H", "H", "H", "H", "H", "H", "H", "H", "H", "H", "H", "H", "H", "H", "H", "H", "H", "H", "H", "H", "H", "H", "H", "O", "S", "O", "O", "C", "C", "C", "H", "H", "H", "H", "H", "H", "H", "H", "O", "S", "O", "O", "C", "C", "C", "H", "H", "H", "H", "H", "H", "H", "H", "O", "S", "O", "O", "C", "C", "C", "H", "H", "H", "H", "H", "H", "H", "H", "O", "S", "O", "O", "C", "C", "C", "H", "H", "H", "H", "H", "H", "H", "H", "O", "S", "O", "O", "C", "C", "C", "H", "H", "H", "H", "H", "H", "H", "H"],
  "coordinates": [[0.529, 0.646, -0.174], [-0.557, 0.479, -1.265], [-1.486, -0.580, -0.905], [-1.017, -2.174, -1.673], [-3.174, -2.667, -1.713], [-0.526, -3.761, -2.610], [0.779, -3.443, -3.365], [2.008, -3.934, -2.591], [3.126, -2.903, -2.643], [4.441, -3.380, -2.124], [4.348, -4.584, -1.370], [3.844, -4.577, 0.056], [4.668, -5.607, -1.846], [-0.746, -2.976, 0.080], [-1.709, -4.021, 0.509], [-1.871, -5.065, 0.011], [-2.461, -3.699, 1.661], [0.600, -0.288, 0.360], [0.223, 1.432, 0.502], [1.482, 0.903, -0.631], [-1.108, 1.414, -1.322], [-0.099, 0.326, -2.253], [-2.395, -0.323, -1.271], [-1.166, -1.542, -2.981], [0.363, -1.727, -1.618], [-1.305, -4.057, -3.293], [-0.283, -4.565, -1.927], [0.853, -2.380, -3.593], [0.711, -3.945, -4.328], [1.692, -4.015, -1.561], [2.280, -4.900, -3.000], [3.185, -2.511, -3.654], [2.816, -2.074, -2.015], [4.849, -2.670, -1.528], [3.075, -3.834, 0.247], [4.648, -4.394, 0.761], [3.431, -5.555, 0.248], [0.253, -3.399, 0.139], [-0.792, -2.165, 0.788], [-1.824, -3.772, 2.383], [-4.352, 1.926, -0.005], [-5.516, 1.266, -0.523], [-5.563, 0.821, -1.876], [-6.789, 2.191, -0.239], [-6.735, 3.560, -0.682], [-6.992, 3.686, -2.172], [-5.944, -0.071, 0.536], [-5.782, 4.010, -0.404], [-7.512, 4.083, -0.127], [-6.179, 3.249, -2.751], [-7.083, 4.737, -2.450], [-7.907, 3.163, -2.450], [-5.956, 0.283, 1.564], [-5.183, -0.841, 0.406], [-6.919, -0.450, 0.242], [-1.008, -10.783, -1.501], [-1.243, -10.811, -0.090], [-2.503, -11.242, 0.433], [-0.864, -9.405, 0.531], [-1.455, -8.210, -0.045], [-2.883, -8.016, 0.418], [0.038, -11.737, 0.691], [-1.389, -8.238, -1.133], [-0.845, -7.377, 0.294], [-3.536, -8.791, 0.013], [-3.255, -7.048, 0.090], [-2.947, -8.072, 1.505], [0.998, -11.380, 0.329], [-0.104, -12.782, 0.423], [-0.046, -11.610, 1.767], [4.774, -0.293, -1.665], [5.603, 0.535, -0.846], [5.125, 1.059, 0.395], [6.169, 1.727, -1.732], [5.222, 2.524, -2.476], [4.503, 3.524, -1.594], [7.139, -0.281, -0.564], [4.516, 1.877, -3.002], [5.806, 3.046, -3.232], [3.838, 3.021, -0.890], [3.902, 4.203, -2.199], [5.213, 4.105, -1.013], [7.526, -0.637, -1.515], [6.945, -1.119, 0.103], [7.827, 0.418, -0.098], [-5.171, 5.871, 1.446], [-4.630, 5.245, 2.616], [-5.458, 5.014, 3.760], [-3.341, 6.072, 3.077], [-3.482, 7.489, 3.254], [-4.156, 7.838, 4.568], [-3.810, 3.756, 2.172], [-4.017, 7.922, 2.407], [-2.471, 7.892, 3.240], [-5.200, 7.524, 4.571], [-4.123, 8.915, 4.735], [-3.662, 7.333, 5.398], [-3.146, 3.952, 1.336], [-4.566, 3.036, 1.885], [-3.256, 3.395, 3.035], [4.465, 5.909, 0.269], [4.225, 5.907, 1.679], [2.979, 5.459, 2.210], [4.543, 7.363, 2.254], [3.896, 8.483, 1.626], [2.454, 8.634, 2.072], [5.534, 5.052, 2.489], [3.969, 8.399, 0.541], [4.468, 9.361, 1.923], [1.840, 7.811, 1.707], [2.036, 9.566, 1.688], [2.386, 8.635, 3.159], [6.483, 5.431, 2.118], [5.427, 3.996, 2.249], [5.443, 5.207, 3.561]],
  "forces_ev_per_a": [[-0.4749, 0.0244, -0.9759], [0.1248, 0.0277, 0.6634], [-0.1239, 0.0566, -0.1810], [1.4542, 0.7424, -0.2702], [-1.0299, -0.2897, 0.0614], [0.8528, 0.8190, 0.1801], [-0.6266, -0.5032, -0.1612], [-0.3000, 0.7737, -0.4221], [-0.0755, -0.0417, 0.3580], [0.0466, 0.0340, 0.0338], [-0.4778, 1.9738, 0.8360], [-0.2602, 0.4424, 0.1520], [0.7711, -2.7761, -1.3402], [-0.5602, 0.0305, 0.6357], [0.5311, 2.2975, 1.1510], [-0.4078, -2.7111, -1.2874], [0.0591, -0.2311, 0.0643], [0.2728, -0.2257, 0.2392], [0.0687, 0.1552, 0.3809], [0.2672, 0.0394, 0.1473], [-0.1653, 0.1785, -0.1635], [0.0629, -0.1444, -0.0991], [-0.0691, -0.2168, 0.0112], [-0.0570, -0.0557, -0.0112], [-0.0595, -0.2140, 0.0405], [-0.3974, -0.0635, -0.0676], [-0.4440, -0.3695, 0.1632], [-0.0667, 0.2615, 0.0740], [0.3249, -0.0598, -0.2831], [0.0593, -0.4514, 0.3561], [0.3362, -0.2563, 0.2109], [0.5171, -0.0841, -0.2168], [-0.2225, 0.2657, -0.0164], [-0.2787, 0.2642, -0.0645], [-0.0416, 0.2101, -0.1121], [0.3080, 0.0205, 0.0768], [-0.0504, -0.3043, 0.1556], [0.2327, -0.2020, -0.4537], [-0.0095, 0.3225, 0.1294], [-0.1732, 0.3426, 0.0564], [-0.0039, 0.0290, -0.3458], [-0.3101, -0.4046, 0.2389], [0.1952, 0.1600, -0.1860], [0.0391, -0.1290, 0.2237], [-0.0315, 0.4996, -0.3437], [0.1322, -0.1884, -0.1178], [0.0031, -0.0229, 0.0884], [0.0438, -0.1157, 0.0468], [-0.0068, -0.1913, 0.1524], [-0.0034, 0.0110, 0.0180], [-0.0232, 0.0187, 0.0816], [-0.0357, 0.0551, 0.0367], [0.0017, 0.0169, -0.0168], [0.0551, 0.0548, -0.1023], [0.0137, 0.0105, -0.0426], [-0.2317, -0.0989, -0.1571], [0.4506, 0.4380, 0.4545], [-0.1416, -0.1661, -0.1854], [0.1635, -0.3061, -0.0607], [-0.5435, 0.6813, -0.1194], [-0.2283, -0.3433, -0.0681], [0.0779, -0.0409, 0.0378], [0.0873, -0.2128, 0.0228], [0.1641, -0.1725, 0.0917], [0.0351, -0.0168, 0.0029], [0.1627, 0.0714, 0.0208], [0.0535, 0.0866, 0.0015], [-0.0182, 0.0245, -0.0072], [-0.0597, 0.0219, -0.0373], [-0.0255, 0.0138, -0.0102], [-0.2414, -0.0190, 0.1338], [0.5448, 0.1946, -0.1592], [-0.1751, -0.0797, 0.0859], [0.1425, -0.1789, 0.0563], [-0.5780, 0.4783, -0.2823], [0.0267, -0.3264, 0.1555], [0.0902, 0.0002, -0.0537], [0.0964, -0.1732, 0.1092], [0.2211, -0.1480, 0.0853], [-0.0340, 0.0183, -0.0365], [0.0513, 0.0052, -0.0399], [0.0394, 0.0708, -0.0969], [-0.0280, 0.0042, -0.0056], [-0.0735, 0.0239, 0.0059], [-0.0264, 0.0087, 0.0100], [-0.2498, 0.1325, 0.0694], [0.6440, -0.3265, 0.0097], [-0.2519, 0.1075, -0.0623], [0.0059, -0.1418, -0.0933], [-0.0966, 0.5555, 0.1937], [-0.1966, -0.1421, 0.0272], [0.1519, 0.2338, 0.2711], [-0.0381, -0.1538, -0.0385], [0.0794, -0.2226, -0.0649], [0.0139, 0.0073, -0.0160], [0.0677, 0.0018, -0.0424], [0.0611, 0.0461, -0.0132], [-0.0390, -0.0318, -0.0407], [-0.0775, 0.0271, -0.0443], [-0.0129, 0.0473, 0.0182], [-0.2257, 0.1878, -0.0493], [0.4080, 0.0231, 0.3927], [-0.1822, -0.0310, -0.1610], [0.1680, -0.1518, 0.0194], [-0.4054, 0.4879, -0.1886], [-0.1019, -0.2407, 0.0012], [0.0845, 0.0082, 0.0364], [0.0523, -0.1634, 0.0283], [0.1682, -0.1582, 0.1026], [0.0120, 0.0145, -0.0128], [0.0742, 0.0296, -0.0027], [0.0352, 0.0718, -0.0012], [-0.0197, 0.0158, -0.0107], [-0.0824, 0.0205, -0.0556], [-0.0351, 0.0011, -0.0092]],
  "homo_energy_ev": -4.62,
  "gap_ev": 6.23,
  "total_charge": -1,
  "lumo_energy_ev": 1.60
}